[1]
The following is a DFT calculation (the ωB97M-V functional and the def2-TZVPD basis) of 4 unconnected molecules or ions with the total composition C42H100Br2F3N15O5P3S.

## Properties
strongest force on any atom: 8.08 eV/Å
E: -264670.3262 eV
relative energy (zero: lowest compared OMol25 entry of this formula, charge and spin): 19.054 eV
gap between HOMO and LUMO: 5.99 eV
net charge: +1

```
171
C42H100Br2F3N15O5P3S the ωB97M-V functional and the def2-TZVPD basis
C -5.68504 -4.70501 1.33052
C -6.11134 -5.66214 0.06250
O -5.31526 -5.25849 -1.13091
C -6.23178 -4.74632 -2.20143
C -6.80942 -3.23172 -1.79459
C -5.96928 -2.04851 -2.61249
C -4.50430 -1.70724 -1.96562
C -4.49105 -0.60642 -0.76456
C -3.22681 0.46266 -0.81180
S -1.85165 -0.85248 -0.77785
C -2.81058 1.18165 -2.20603
C -3.82780 1.40159 -3.45102
C -2.85719 1.52879 -4.80876
C -2.47598 3.01149 -5.48010
N -2.28511 0.43586 -5.41688
C -2.01624 2.49919 -1.53908
N -1.88290 2.46652 0.02572
C -1.84963 3.94868 0.53281
C -0.97783 4.15640 1.91033
C -1.47025 5.56616 2.66978
N -0.80852 5.66448 4.02713
C -0.45111 2.16549 0.15921
Br 0.96890 3.33531 -0.83229
C 0.35512 1.23046 0.95765
C 2.02727 1.09935 0.93804
Br -0.45608 0.04446 2.25393
C -3.18090 1.72708 0.29652
C -4.53736 2.53879 -0.26475
O -5.55358 2.92809 0.72092
C -6.86633 3.14709 0.06749
F -7.74656 3.82274 1.09007
F -6.76672 4.06057 -1.12951
F -7.57263 1.88046 -0.29432
C -3.71406 1.12311 1.67189
C -3.73029 1.90221 3.07187
N -3.83405 3.40324 3.08997
N -2.66433 1.56580 4.10067
N -5.01964 1.47324 3.82829
H -6.45918 -3.81999 1.42045
H -4.64781 -4.21141 1.04269
H -5.66749 -5.24934 2.36766
H -5.86595 -6.77852 0.34565
H -7.27826 -5.55986 -0.11359
H -7.13396 -5.48283 -2.32139
H -5.66229 -4.73636 -3.24879
H -7.93335 -3.23947 -2.19748
H -6.74113 -3.02255 -0.64053
H -6.62631 -1.09928 -2.80431
H -5.76293 -2.52249 -3.68794
H -3.77711 -1.45188 -2.85302
H -4.09416 -2.72434 -1.49392
H -5.54380 -0.10158 -0.68123
H -4.34054 -1.20930 0.25450
H -1.73513 -1.51093 -2.00659
H -1.95629 0.52739 -2.72346
H -4.56471 0.51080 -3.66828
H -4.49977 2.37445 -3.37783
H -1.94299 2.88434 -6.54011
H -1.62063 3.44298 -4.76681
H -3.41534 3.70697 -5.53106
H -2.54605 -0.44392 -4.91232
H -2.49382 3.52414 -1.92450
H -1.10348 2.41159 -2.22333
H -1.52464 4.68112 -0.35441
H -2.90903 4.35056 0.82839
H 0.16813 4.32112 1.77149
H -1.19592 3.24771 2.65468
H -2.62907 5.70761 2.66340
H -1.01815 6.45295 2.01292
H -1.32388 5.13072 4.76795
H 0.14089 5.20316 3.92459
H 2.29050 0.79641 -0.18641
H 2.55990 2.08217 1.28753
H 2.42175 0.22930 1.60546
H -5.13910 1.99888 -1.09245
H -4.28093 3.61874 -0.71187
H -4.83771 0.71156 1.55214
H -3.19669 0.05592 1.83855
H -3.29900 3.84392 3.87903
H -4.83720 3.73131 3.11179
H -2.83719 2.04681 5.02258
H -2.57735 0.53704 4.24466
H -5.01367 1.99459 4.73293
H -4.82942 0.47225 4.06957
O 5.09812 -0.00683 1.64516
P 6.62579 0.13558 1.43737
N 6.73098 -1.08594 0.27452
C 6.49613 -2.49842 0.49629
C 6.24360 -0.68683 -1.04867
N 7.02349 -0.30206 3.03832
C 7.36551 -1.64099 3.48847
C 6.17657 0.31806 4.06811
N 8.38207 0.29929 1.19849
C 9.36059 -0.67088 0.75029
C 8.97383 1.52854 1.70245
H 6.85817 -3.08432 -0.35815
H 5.43671 -2.72586 0.65564
H 7.07349 -2.88010 1.33281
H 6.98413 -0.04304 -1.53172
H 5.30399 -0.13098 -0.97837
H 6.07411 -1.53543 -1.72061
H 6.52343 -2.33068 3.38792
H 7.66490 -1.64023 4.54342
H 8.22887 -2.03907 2.96277
H 5.24280 -0.23423 4.19977
H 5.94022 1.35652 3.79844
H 6.69388 0.35829 5.03315
H 9.20244 -1.66658 1.16590
H 10.38128 -0.38728 1.03621
H 9.35161 -0.74905 -0.34168
H 9.37064 1.38568 2.71346
H 8.22655 2.32817 1.74364
H 9.78079 1.88502 1.05419
O 3.25646 5.99114 4.80278
P 4.67915 5.83886 5.39439
N 4.99264 7.49825 5.45364
C 5.13518 8.38148 4.31388
C 4.31797 8.18891 6.55612
N 5.29887 4.99539 4.04634
C 5.99802 5.59528 2.92222
C 4.40859 3.95060 3.51899
N 6.31473 5.66380 6.07454
C 7.46528 6.53994 5.98389
C 6.61984 4.36496 6.65347
H 5.56280 9.34253 4.62686
H 4.18182 8.56824 3.80822
H 5.85381 8.00279 3.59349
H 4.83421 7.96941 7.49500
H 3.27818 7.86380 6.65571
H 4.31239 9.27877 6.44415
H 5.34893 6.26312 2.34990
H 6.37043 4.82871 2.23213
H 6.88884 6.13192 3.23635
H 3.65518 4.37195 2.84882
H 3.90053 3.42681 4.34029
H 4.97438 3.19024 2.96921
H 7.59346 6.98270 4.99561
H 8.40257 6.01083 6.19724
H 7.38955 7.35030 6.71614
H 7.11855 3.71867 5.92299
H 5.70270 3.86179 6.97782
H 7.25865 4.45572 7.53789
O -4.85938 -6.77654 -5.79400
P -3.36257 -7.04104 -6.08867
N -3.63575 -7.79127 -7.57793
C -4.30548 -9.05934 -7.78506
C -3.95962 -6.85774 -8.66020
N -3.13869 -8.07219 -4.74728
C -3.24000 -9.52188 -4.76927
C -3.75748 -7.59506 -3.50159
N -1.64176 -7.34512 -6.42744
C -1.01401 -8.36434 -7.24397
C -0.69815 -6.58403 -5.62399
H -4.13785 -9.41675 -8.80906
H -5.38414 -8.99627 -7.60625
H -3.88591 -9.84655 -7.16613
H -3.04935 -6.34652 -8.98614
H -4.67714 -6.09933 -8.33346
H -4.38097 -7.35002 -9.54365
H -4.25534 -9.85453 -5.00018
H -2.96602 -9.95326 -3.79902
H -2.54068 -9.96822 -5.47067
H -4.81889 -7.85217 -3.46160
H -3.65224 -6.50516 -3.41205
H -3.26337 -8.02746 -2.62442
H -1.48165 -9.34452 -7.14541
H 0.04119 -8.50973 -6.98053
H -1.03634 -8.07775 -8.30037
H -0.37650 -7.15928 -4.74899
H -1.15609 -5.65540 -5.26698
H 0.18637 -6.29692 -6.20166
```

---

[2]
The following is a DFT calculation (the ωB97M-V functional and the def2-TZVPD basis) of C6H8O2 in the gas phase.

## Properties
strongest force on any atom: 3.68 eV/Å
E: -10444.3015 eV
relative energy (zero: lowest compared OMol25 entry of this formula, charge and spin): 2.425 eV
structure (SMILES): C#CC(C)(C)C(=O)O
gap between HOMO and LUMO: 10.88 eV
net charge: 0

```
16
C6H8O2 the ωB97M-V functional and the def2-TZVPD basis
C 2.64324 -0.07697 -0.12950
C 1.46360 -0.07860 0.14077
C 0.00539 0.06093 0.04993
C -0.46010 1.08031 -0.98840
C -0.36039 0.47542 1.48370
C -0.56333 -1.33900 -0.18358
O -0.15053 -2.35316 0.31153
O -1.68251 -1.31458 -0.92450
H 3.68123 0.00414 -0.28904
H 0.00821 2.04205 -0.78974
H -1.53865 1.20251 -0.92497
H -0.19617 0.75354 -1.99174
H 0.00195 1.47215 1.71432
H -1.43583 0.45520 1.64226
H 0.56097 -0.16031 1.97113
H -1.97709 -2.22361 -1.09218
```